Version a
The molecule C4H9NOS, computed with ωB97M-V/def2-TZVPD.

Last column: Mulliken charge in e.
CARTESIAN COORDINATES (ANGSTROEM)
1 O 0.6630 0.8031 -1.4425  -0.5412
2 C 1.2012 -0.1690 -0.9679  0.5743
3 N 0.5157 -1.1485 -0.2862  -0.1803
4 C -0.9379 -1.1458 -0.1637  -0.6121
5 C -1.4638 -0.5215 1.1180  -0.6084
6 S -1.3426 1.2727 1.2671  -0.1711
7 C 2.6598 -0.5026 -1.2036  -0.9832
8 H 0.9709 -1.6541 0.4561  0.2587
9 H -1.3834 -0.6834 -1.0369  0.3251
10 H -1.2290 -2.1976 -0.1750  0.3270
11 H -1.0477 -1.0252 1.9868  0.3369
12 H -2.5416 -0.6887 1.2079  0.3253
13 H -0.0215 1.4117 1.4189  0.0893
14 H 3.0067 -1.2527 -0.4958  0.3068
15 H 2.7036 -0.9504 -2.1959  0.2465
16 H 3.3043 0.3711 -1.2053  0.3066

Results
SMILES string = CC(=O)NCCS

---

Version b
The molecule C4H9NOS, computed with ωB97M-V/def2-TZVPD.

Last column: Mulliken charge in e.
CARTESIAN COORDINATES (ANGSTROEM)
1 C 0.2203 1.3470 -0.6123  -0.3589
2 C 1.6490 1.2142 0.2607  -0.8588
3 C -0.8734 0.5422 -0.0685  -0.3430
4 C -1.7850 -1.6240 -0.1879  -0.5742
5 N 1.5371 -1.3280 0.3989  -0.4396
6 O -1.3014 -0.4898 -0.9342  -0.3007
7 S 2.5726 -0.2216 -0.2272  0.1103
8 H 0.0323 2.4635 -0.5468  0.2966
9 H 0.3189 0.9058 -1.5571  0.3067
10 H 2.2136 2.1180 -0.0020  0.3473
11 H 1.4802 1.3319 1.2776  0.4488
12 H -1.3906 0.6112 0.9330  0.3406
13 H -2.6498 -2.0719 -0.6810  0.2322
14 H -2.0844 -1.2893 0.8084  0.2953
15 H -1.0090 -2.4207 -0.2061  0.2482
16 H 1.0695 -1.0886 1.3447  0.2490

---

Which structure above is the least stable one? version b is the least stable one.